1.
# C6H7NO

C6H7NO in the gas phase at a distorted geometry (ωB97M-V/def2-TZVPD, the Open Molecules 2025 dataset).

Geometry as XYZ:
```
15
Properties=species:S:1:pos:R:3
C 1.49214 -1.61569 1.19330
C 0.46097 -0.43885 1.25985
C -0.07767 -0.06766 0.13514
C 0.23507 -0.63658 -1.01714
N 0.61463 -0.80273 -2.14104
C -1.06601 1.08339 0.15252
C -1.37547 1.56995 -1.30448
O -1.36795 1.57637 1.17535
H 0.81914 -2.59613 1.56900
H 1.95296 -1.68632 0.18320
H 2.32164 -1.47819 1.90213
H 0.24872 0.35721 1.98648
H -1.45500 0.45040 -1.96580
H -2.27084 2.21716 -1.28820
H -0.53231 2.06767 -1.84031
```

Computed properties:
DFT total energy in eV: -9870.0571
Energy above the lowest of the compared OMol25 structures with the same formula, charge and spin in eV: 2.601
2S+1: 1
HOMO-LUMO gap in eV: 9.8
F_max in eV/A: 10.12

2.
# C6H7NO

C6H7NO in the gas phase at a distorted geometry (ωB97M-V/def2-TZVPD, the Open Molecules 2025 dataset).

Geometry as XYZ:
```
15
Properties=species:S:1:pos:R:3
O -2.61473 -0.00070 -0.23598
C -1.37878 0.01494 -0.31790
C -0.50408 -1.05570 -0.48350
C 0.54404 -0.82508 0.59841
C 0.13679 0.46225 1.28571
C -0.34851 1.15774 -0.03941
N 0.80218 1.03419 -0.98257
C 0.96704 -0.48774 -0.80453
H -0.85196 -1.98115 -0.87905
H 0.98623 -1.72019 1.05847
H -0.54617 0.23122 2.13931
H 1.12884 0.96313 1.63900
H -0.55962 2.26092 -0.04938
H 0.32454 1.02343 -1.86651
H 1.91420 -1.07726 -1.06206
```

Computed properties:
DFT total energy in eV: -9870.4472
Energy above the lowest of the compared OMol25 structures with the same formula, charge and spin in eV: 2.211
2S+1: 1
HOMO-LUMO gap in eV: 10.1
F_max in eV/A: 4.54

3.
# C6H7NO

A molecular structure, C6H7NO at a distorted geometry (ωB97M-V/def2-TZVPD, the Open Molecules 2025 dataset).

Geometry as XYZ:
```
15
Properties=species:S:1:pos:R:3
C 0.86055 -0.06364 -0.90159
C -0.24055 1.01104 -1.10389
C -0.60630 1.41867 0.02323
C 0.02405 0.73272 0.98287
C -0.61045 -0.72071 0.87141
C 0.05937 -1.22323 -0.25210
H 1.80432 -0.59108 0.65316
H 1.54413 -0.45440 -1.52009
H -0.45417 1.07588 -2.13591
H -1.96244 1.76764 -0.30874
H 0.04215 1.23242 1.98114
H -0.69187 -1.31007 1.87084
H 0.26147 -2.27899 -0.37343
N 1.32956 0.43702 0.36525
O -1.35984 -1.03327 -0.15216
```

Computed properties:
DFT total energy in eV: -9865.6436
Energy above the lowest of the compared OMol25 structures with the same formula, charge and spin in eV: 7.014
2S+1: 1
HOMO-LUMO gap in eV: 9.7
F_max in eV/A: 11.50

4.
# C6H7NO

C6H7NO in the gas phase at a distorted geometry (ωB97M-V/def2-TZVPD, the Open Molecules 2025 dataset).

Geometry as XYZ:
```
15
Properties=species:S:1:pos:R:3
C -0.95484 1.29750 0.89782
C -1.58353 -0.02694 -0.04856
C -0.15396 -0.60901 -0.33494
C 0.71935 -0.33511 -1.43807
C 2.13572 -0.64687 -0.99261
N 2.30880 -1.08305 0.24057
C 0.80344 -0.94742 0.78602
O 0.65548 -1.15997 2.01242
H -1.91255 1.86973 1.56809
H -0.66179 2.12001 0.34480
H -0.13790 0.84059 1.65338
H -2.10716 0.08635 -1.00821
H -2.38634 -0.58351 0.44788
H 0.32456 0.07830 -2.51858
H 2.95073 -0.90061 -1.61001
```

Computed properties:
DFT total energy in eV: -9868.5833
Energy above the lowest of the compared OMol25 structures with the same formula, charge and spin in eV: 4.074
2S+1: 1
HOMO-LUMO gap in eV: 8.4
F_max in eV/A: 5.71

5.
# C6H7NO

A molecular structure, C6H7NO at a distorted geometry (ωB97M-V/def2-TZVPD, the Open Molecules 2025 dataset).

Geometry as XYZ:
```
15
Properties=species:S:1:pos:R:3
C -0.96096 -0.04426 1.14191
C -1.13844 0.27707 -0.38669
C -0.00470 -1.17499 0.67676
C 1.19160 -0.33450 -0.04441
C 1.22210 1.20998 0.13290
C 0.27619 0.53011 -0.86495
H -1.97617 0.64225 -1.00037
H -0.85057 -1.57276 -1.26945
H 0.28667 -1.88877 1.39177
H 1.94199 -0.69980 -0.63732
H 2.03001 1.82173 -0.01026
H 0.49122 1.78659 0.90284
H 0.42539 0.59065 -1.93335
N -1.17304 -1.25938 -0.24505
O -1.76129 0.11607 2.14566
```

Computed properties:
DFT total energy in eV: -9868.1809
Energy above the lowest of the compared OMol25 structures with the same formula, charge and spin in eV: 4.477
2S+1: 1
HOMO-LUMO gap in eV: 10.3
F_max in eV/A: 6.59

6.
# C6H7NO

C6H7NO in the gas phase at a distorted geometry (ωB97M-V/def2-TZVPD, the Open Molecules 2025 dataset).

Geometry as XYZ:
```
15
Properties=species:S:1:pos:R:3
C -1.58496 0.06396 0.09134
C -0.99315 1.50810 0.14366
C 0.49570 1.41123 -0.21023
C 1.45853 -1.29566 -0.04662
C 0.12205 -1.99748 -0.03131
C 0.73730 0.05692 0.33171
N -0.44756 -0.71903 0.26413
O -2.72475 -0.31574 -0.13826
H -1.58942 2.16822 -0.53482
H -1.29898 1.75305 1.18092
H 0.57300 1.42542 -1.24461
H 1.24432 2.11615 0.31661
H 2.29527 -1.92680 0.59672
H 1.81205 -1.27016 -1.04068
H -0.09942 -2.97819 0.32144
```

Computed properties:
DFT total energy in eV: -9868.5389
Energy above the lowest of the compared OMol25 structures with the same formula, charge and spin in eV: 4.119
2S+1: 1
HOMO-LUMO gap (spin up / spin down) in eV: 7.7 / 7.9
F_max in eV/A: 3.74

7.
# C6H7NO2

C6H7NO2 in the gas phase at a distorted geometry (ωB97M-V/def2-TZVPD, the Open Molecules 2025 dataset).

Geometry as XYZ:
```
16
Properties=species:S:1:pos:R:3
O -1.55082 1.68618 1.40551
C -1.04084 0.80192 0.73167
C -1.69291 -0.00206 -0.31588
C -1.02413 -0.83174 -1.11097
N 0.38228 -1.03182 -1.17803
C 0.82901 0.24059 -0.59035
C 1.76335 0.70050 0.53990
C 0.35001 0.25514 0.82820
O 0.31956 -1.03843 1.38755
H -2.75415 0.00705 -0.26127
H -1.55896 -1.53132 -1.74567
H 0.61369 -1.21185 -2.14891
H 0.47844 1.07381 -1.19336
H 2.48975 0.00298 0.95229
H 1.97055 1.72867 0.37002
H 0.42517 -0.84963 2.32930
```

Computed properties:
DFT total energy in eV: -11917.3570
Energy above the lowest of the compared OMol25 structures with the same formula, charge and spin in eV: 3.075
2S+1: 1
HOMO-LUMO gap in eV: 9.9
F_max in eV/A: 2.25

8.
# C6H7NO2Si

2 unconnected molecules or ions with the total composition C6H7NO2Si at a distorted geometry (ωB97M-V/def2-TZVPD, the Open Molecules 2025 dataset).

Geometry as XYZ:
```
17
Properties=species:S:1:pos:R:3
C -1.94176 1.71454 -0.31028
C -0.95621 1.29001 -1.20082
C -1.91290 1.17850 0.96644
C 0.02138 0.44165 -0.72901
C -0.92033 0.39690 1.42283
C 0.13313 0.02414 0.54043
N 1.64782 -2.56797 -1.41946
O 1.91131 -3.75848 -1.45832
O 2.31965 -1.65615 -1.91808
Si 1.73444 -0.68974 1.24771
H -2.78574 2.30124 -0.67741
H -0.88981 1.86822 -2.13572
H -2.83989 1.32034 1.62270
H 0.73724 0.09868 -1.41641
H -1.14657 -0.05085 2.37002
H 1.94867 -1.80477 2.32683
H 2.93957 -0.10626 0.76856
```

Computed properties:
DFT total energy in eV: -19791.6684
Energy above the lowest of the compared OMol25 structures with the same formula, charge and spin in eV: 3.451
2S+1: 1
HOMO-LUMO gap (spin up / spin down) in eV: 8.4 / 4.8
F_max in eV/A: 3.79

9.
# C6H7NO3

C6H7NO3 in the gas phase at a distorted geometry (ωB97M-V/def2-TZVPD, the Open Molecules 2025 dataset).

Geometry as XYZ:
```
17
Properties=species:S:1:pos:R:3
H 3.41171 -0.55060 0.11110
N 2.51601 -0.82312 -0.61305
C 1.70397 0.03119 -0.20051
O 2.50009 0.74238 0.94333
C 0.21703 -0.00703 -0.12951
C -0.53753 0.48039 -1.36447
C -1.72209 0.87992 -0.89487
C -1.65103 0.60212 0.59997
O -1.74390 -0.81896 0.76418
C -0.49474 -1.32443 0.30040
O -0.29413 0.85602 0.89276
H 1.81175 1.07734 1.53691
H -0.20133 0.34195 -2.38986
H -2.59819 1.23294 -1.43419
H -2.33184 1.11147 1.28493
H -0.62891 -2.02445 -0.53315
H 0.04312 -1.80714 1.12603
```

Computed properties:
DFT total energy in eV: -13964.5070
Energy above the lowest of the compared OMol25 structures with the same formula, charge and spin in eV: 3.454
2S+1: 1
HOMO-LUMO gap in eV: 10.9
F_max in eV/A: 5.74

10.
# C6H7NO4P

A gas-phase ion, C6H7NO4P (charge +1) at a distorted geometry (ωB97M-V/def2-TZVPD, the Open Molecules 2025 dataset).

Geometry as XYZ:
```
19
Properties=species:S:1:pos:R:3
O -4.39255 0.58419 -0.68586
C -3.18871 0.50019 -1.28164
O -3.01826 0.67329 -2.76277
C -1.76573 0.20571 -0.46107
C -1.03585 1.43082 0.37476
C 0.39610 1.04727 1.11386
N 0.95256 -0.35409 0.99257
P 2.53605 -0.68182 1.81915
O 3.43104 0.84046 1.62633
O 3.37434 -1.76365 0.68615
C 0.31491 -1.52359 0.27572
C -1.12424 -1.31570 -0.51542
H -2.05955 0.96037 -2.95457
H -1.54344 2.49782 0.40951
H 0.91697 1.92103 1.70859
H 3.53381 0.89051 0.61019
H 3.51754 -1.18634 -0.14480
H 0.85811 -2.57983 0.29316
H -1.70309 -2.14663 -1.10385
```

Computed properties:
DFT total energy in eV: -25289.4421
Energy above the lowest of the compared OMol25 structures with the same formula, charge and spin in eV: 9.306
2S+1: 1
HOMO-LUMO gap in eV: 8.4
F_max in eV/A: 9.89
Net charge: +1

11.
# C6H7NS2

C6H7NS2 in the gas phase at a distorted geometry (ωB97M-V/def2-TZVPD, the Open Molecules 2025 dataset).

Geometry as XYZ:
```
16
Properties=species:S:1:pos:R:3
C 0.29187 0.42874 -0.59463
C 1.08342 -0.63884 -1.01293
C 0.86115 2.79233 1.30243
C -1.14242 -0.08023 -0.00708
C 0.33205 -1.97969 -0.73766
C -0.89237 -1.57306 0.09416
N 0.58099 3.75898 1.92998
S 2.64371 -0.66986 -1.57343
S 0.79374 2.02710 -0.33979
H -1.15478 0.57037 0.93073
H -1.86437 -0.08297 -0.74440
H -0.07021 -2.36245 -1.65003
H 1.04662 -2.73435 -0.26944
H -0.65435 -1.79025 1.07133
H -1.73434 -2.13874 -0.17206
H -0.12069 4.47293 1.77283
```

Computed properties:
DFT total energy in eV: -29491.4705
Energy above the lowest of the compared OMol25 structures with the same formula, charge and spin in eV: 4.311
2S+1: 1
HOMO-LUMO gap (spin up / spin down) in eV: 6.8 / 6.1
F_max in eV/A: 4.83

12.
# C6H7NaO7

A molecular structure, C6H7NaO7 at a distorted geometry (ωB97M-V/def2-TZVPD, the Open Molecules 2025 dataset).

Geometry as XYZ:
```
21
Properties=species:S:1:pos:R:3
C -0.05085 -0.35455 -0.71680
C -1.32659 -0.39496 0.11335
O -2.06223 0.80087 -0.11053
C -3.25485 0.93551 0.48858
O -3.69390 0.03067 1.24034
O -3.91232 1.96551 0.19602
H 0.18094 0.71434 -0.85787
H 1.51533 -1.18368 -1.40137
H -1.07554 -0.49706 1.17923
H -1.94890 -1.26820 -0.12362
C 1.09636 -1.19229 -0.23995
C 2.30626 -0.55112 0.34176
O 2.46206 0.78857 0.28440
C 3.75271 1.37171 0.34298
O 4.48747 1.03041 1.27661
O 3.96312 2.13333 -0.61059
H 3.16065 -1.13236 0.68777
H 0.78660 -1.93904 0.51712
Na -6.28105 1.48780 1.72363
O -0.42864 -1.31799 -1.87213
H 0.32339 -1.42747 -2.45895
```

Computed properties:
DFT total energy in eV: -25082.6818
Energy above the lowest of the compared OMol25 structures with the same formula, charge and spin in eV: 1.619
2S+1: 2
HOMO-LUMO gap (spin up / spin down) in eV: 2.0 / 3.9
F_max in eV/A: 3.93
Net charge: -1

13.
# C6H7O3

A gas-phase ion, C6H7O3 (charge -1) at a distorted geometry (ωB97M-V/def2-TZVPD, the Open Molecules 2025 dataset).

Geometry as XYZ:
```
16
Properties=species:S:1:pos:R:3
C 1.10850 -0.63449 0.18389
C -0.27925 -0.16748 -0.28279
C -1.15001 0.55360 0.74785
C -0.83174 0.04641 2.25161
O 0.04017 0.66974 2.86006
O -1.43613 -0.95039 2.60808
C -1.19488 -1.08895 -1.29338
C -0.59222 0.29399 -1.61253
O -0.71598 1.24683 -2.35831
H 0.89845 -1.49265 0.84177
H 1.65423 0.19931 0.87386
H 1.66949 -0.93602 -0.70896
H -0.88387 1.65246 0.71146
H -2.16148 0.22689 0.66538
H -0.84347 -2.02556 -1.77389
H -2.13493 -1.02285 -0.96907
```

Computed properties:
DFT total energy in eV: -12477.2577
Energy above the lowest of the compared OMol25 structures with the same formula, charge and spin in eV: 0.822
2S+1: 1
HOMO-LUMO gap in eV: 7.8
F_max in eV/A: 5.17
Net charge: -1

14.
# C6H7O3

2 unconnected molecules or ions with the total composition C6H7O3 at a distorted geometry (ωB97M-V/def2-TZVPD, the Open Molecules 2025 dataset).

Geometry as XYZ:
```
16
Properties=species:S:1:pos:R:3
C 0.15487 -0.67643 2.59510
C -1.44399 1.27674 -1.54393
C -0.11970 1.28563 -2.28155
C 0.62783 -0.47119 0.00563
C 0.63865 -1.21327 1.22056
C -0.69244 0.01471 -1.78897
O 0.66783 -1.40565 3.48647
O -0.55418 0.30431 2.65865
O 1.26759 -2.40296 1.40002
H -1.62661 1.62382 -0.56250
H -2.51063 1.42038 -2.07447
H -0.06874 1.21083 -3.30646
H 0.72194 1.60184 -1.67036
H 0.26932 0.48728 0.28108
H 1.33086 -0.73028 -0.76272
H 1.33739 -2.32575 2.34345
```

Computed properties:
DFT total energy in eV: -12473.7967
Energy above the lowest of the compared OMol25 structures with the same formula, charge and spin in eV: 4.283
2S+1: 1
HOMO-LUMO gap (spin up / spin down) in eV: 7.4 / 7.4
F_max in eV/A: 3.98
Net charge: -1

15.
# C6H7OPS

2 unconnected molecules or ions with the total composition C6H7OPS at a distorted geometry (ωB97M-V/def2-TZVPD, the Open Molecules 2025 dataset).

Geometry as XYZ:
```
16
Properties=species:S:1:pos:R:3
C -1.80295 1.08440 0.02329
C -0.70902 1.35227 0.76201
C -1.67406 0.50786 -1.29791
C 0.61802 1.22931 0.31618
C -0.70648 -0.29475 -1.73908
C 1.68087 1.15336 1.08175
O 0.21164 -0.80190 -2.24207
P 3.01388 1.18357 2.02228
S 0.93107 -3.38059 -0.32843
H -2.72310 1.18629 0.61317
H -0.86341 1.48709 1.80784
H -2.43447 0.68481 -2.07321
H 0.84423 1.13962 -0.71431
H -0.35163 -3.37025 -0.78863
H 3.43592 -0.10306 1.59088
H 0.52949 -3.05803 0.96626
```

Computed properties:
DFT total energy in eV: -28502.6094
Energy above the lowest of the compared OMol25 structures with the same formula, charge and spin in eV: 1.982
2S+1: 1
HOMO-LUMO gap in eV: 7.9
F_max in eV/A: 1.97